Density functional theory data (ωB97M-V with the def2-TZVPD basis set) for C4H5FN2 in the gas phase.

## Properties
Frontier orbital gap = 10.14 eV
SMILES string = Cn1cc(F)cn1
Electronic energy = -364.76541 hartree
Multiplicity = 1

Each line ends with the Mulliken charge.
Cartesian coordinates (Å):
C: 1.96 -0.72 -1.27  -0.721
N: 0.75 -0.32 -0.60  0.638
C: 0.63 0.20 0.65  -0.253
C: -0.70 0.41 0.83  0.293
F: -1.30 0.92 1.92  -0.284
C: -1.33 0.00 -0.35  -0.386
N: -0.42 -0.46 -1.21  -0.932
H: 2.83 -0.53 -0.65  0.285
H: 2.04 -0.16 -2.23  0.268
H: 1.95 -1.78 -1.51  0.281
H: 1.50 0.36 1.27  0.359
H: -2.38 -0.03 -0.58  0.451